Record 1
# C9H22N3O2S

2 unconnected molecules or ions with the total composition C9H22N3O2S (ωB97M-V/def2-TZVPD, the OMol25 dataset).

ORCA input file:
```
! wB97M-V def2-TZVPD RIJCOSX def2/J DEFGRID3
* xyz 1 1
C 1.959 3.430 -0.624
C 0.842 2.644 -0.476
S -0.285 2.259 -1.846
N -0.615 0.608 -1.670
N -1.665 3.203 -1.580
C -2.784 2.879 -2.501
C -2.074 3.250 -0.164
C -2.540 2.028 0.644
O -2.018 4.286 0.360
H 2.936 2.933 -0.605
H 1.837 4.511 -0.770
H 0.574 2.178 0.483
H 0.291 0.178 -1.443
H -1.231 0.402 -0.880
H -3.471 2.109 -2.119
H -3.380 3.801 -2.599
H -2.433 2.651 -3.517
H -2.995 2.387 1.573
H -1.683 1.390 0.925
H -3.285 1.472 0.054
C 2.350 -3.714 0.053
C 1.375 -2.553 -0.112
C 1.240 -1.681 1.151
O 0.438 -2.247 2.164
C 1.108 -3.169 3.014
N 0.076 -3.079 -0.547
H 1.937 -4.518 0.660
H 2.592 -4.141 -0.920
H 3.283 -3.381 0.512
H 1.770 -1.913 -0.912
H 0.733 -0.748 0.865
H 2.222 -1.391 1.548
H 2.148 -2.881 3.190
H 1.061 -4.177 2.600
H 0.585 -3.180 3.970
H -0.546 -2.297 -0.740
H -0.351 -3.531 0.260
*
```

Results
maximum force: 2.9 eV Å⁻¹
HOMO: -11.960 eV
energy: -1068.60043 Eh

Results of the Löwdin charge analysis, in e, for atoms 1 through 6: 0.06 -0.32 1.13 -0.15 -0.31 -0.08

***

Record 2
# C38H53Cl2F3O30

11 unconnected molecules or ions with the total composition C38H53Cl2F3O30 (ωB97M-V/def2-TZVPD, the OMol25 dataset).

ORCA input file:
```
! wB97M-V def2-TZVPD RIJCOSX def2/J DEFGRID3
* xyz 0 1
C -4.866 0.358 -2.807
C -6.106 1.252 -3.170
C -7.092 1.557 -2.004
O -7.522 2.830 -2.298
C -6.612 3.504 -3.080
O -6.415 4.682 -3.157
O -5.707 2.543 -3.545
H -4.148 0.150 -3.600
H -5.214 -0.527 -2.273
H -4.276 0.905 -2.071
H -6.762 0.673 -3.820
H -6.557 1.655 -1.059
H -7.968 0.912 -1.938
C 1.433 3.863 1.967
C 2.347 3.668 3.136
C 3.024 5.028 3.574
O 2.970 5.087 5.021
C 2.045 4.244 5.358
O 1.593 4.095 6.480
O 1.561 3.606 4.352
H 0.536 3.245 1.917
H 1.939 3.437 1.100
H 1.040 4.842 1.695
H 3.087 2.870 3.196
H 2.582 6.010 3.407
H 4.053 4.947 3.224
C -0.291 -3.877 -4.130
C -1.274 -4.358 -3.055
C -2.566 -3.576 -2.946
O -3.551 -4.521 -3.155
C -3.092 -5.771 -3.442
O -3.752 -6.759 -3.688
O -1.705 -5.651 -3.516
H 0.155 -2.899 -3.947
H -0.825 -3.864 -5.080
H 0.524 -4.570 -4.338
H -0.915 -4.398 -2.026
H -2.623 -2.820 -3.729
H -2.599 -3.097 -1.967
C 4.565 -3.412 -4.936
C 3.851 -3.454 -3.495
C 4.608 -2.911 -2.295
O 3.674 -1.884 -1.801
C 2.644 -1.579 -2.676
O 1.793 -0.756 -2.509
O 2.753 -2.526 -3.723
H 5.537 -3.890 -5.062
H 4.740 -2.380 -5.239
H 3.955 -4.019 -5.606
H 3.438 -4.454 -3.361
H 5.582 -2.449 -2.453
H 4.734 -3.703 -1.557
C 4.012 1.982 -1.100
C 5.150 3.015 -1.374
C 4.398 4.215 -1.916
O 4.514 5.224 -1.006
C 5.305 4.880 0.015
O 5.617 5.663 0.938
O 5.610 3.540 -0.136
H 4.371 1.143 -0.505
H 3.648 1.514 -2.015
H 3.103 2.347 -0.623
H 5.978 2.663 -1.989
H 3.361 4.219 -2.252
H 5.022 4.470 -2.773
C -3.441 5.407 1.854
C -4.374 4.439 0.989
C -3.868 4.118 -0.367
O -3.516 2.772 -0.278
C -3.830 2.271 0.897
O -3.704 1.084 1.280
O -4.300 3.180 1.669
H -3.168 6.224 1.186
H -2.531 4.973 2.268
H -4.004 5.857 2.671
H -5.399 4.810 1.021
H -3.047 4.757 -0.693
H -4.679 4.210 -1.089
C 0.659 -1.025 6.609
C 0.860 0.322 5.899
C 2.403 0.636 5.709
O 2.671 0.288 4.417
C 1.479 0.390 3.772
O 1.425 0.526 2.558
O 0.501 0.128 4.566
H -0.182 -1.479 6.085
H 0.500 -0.893 7.679
H 1.523 -1.682 6.507
H 0.378 1.161 6.401
H 2.856 0.151 6.574
H 2.630 1.695 5.827
C -0.158 2.465 -3.715
Cl 0.475 3.998 -3.212
Cl -0.120 2.598 -5.529
H 0.615 1.806 -3.320
H -1.174 2.380 -3.330
C -2.755 -3.895 1.251
C -3.189 -4.798 2.467
O -2.541 -3.954 3.376
C -1.372 -3.456 2.926
O -0.499 -2.934 3.637
O -1.347 -3.662 1.568
F -2.625 -6.022 2.318
H -3.274 -2.947 1.107
H -2.655 -4.462 0.326
H -4.226 -4.997 2.739
C 0.342 0.420 0.057
C -0.366 -0.742 0.737
O -1.029 -1.376 -0.330
C -1.279 -0.512 -1.293
O -2.099 -0.646 -2.206
O -0.557 0.608 -1.080
F -1.344 -0.261 1.520
H 1.320 0.201 -0.371
H 0.493 1.289 0.698
H 0.340 -1.322 1.332
C 2.659 -5.851 0.444
C 2.442 -4.279 0.325
O 1.724 -3.942 1.498
C 1.666 -5.079 2.273
O 1.577 -5.015 3.451
O 1.996 -6.187 1.590
F 1.499 -4.291 -0.583
H 3.710 -6.141 0.458
H 2.173 -6.375 -0.379
H 3.322 -3.676 0.101
*
```

Results
SMILES: O=C1OC[C@@H](F)O1.O=C1OC[C@@H](F)O1.O=C1OC[C@@H](F)O1.C[C@H]1COC(=O)O1.C[C@H]1COC(=O)O1.C[C@H]1COC(=O)O1.C[C@H]1COC(=O)O1.C[C@H]1COC(=O)O1.C[C@H]1COC(=O)O1.C[C@H]1COC(=O)O1.ClCCl
maximum force: 5.8 eV Å⁻¹
HOMO: -10.588 eV
energy: -4956.92313 Eh

Results of the Löwdin charge analysis, in e, for atoms 1 through 6: -0.01 -0.31 -0.13 0.04 -0.48 0.15

***

Record 3
# C14H44BFN6NbO6P2

A molecular structure, C14H44BFN6NbO6P2 (ωB97M-V/def2-TZVPD, the OMol25 dataset).

ORCA input file:
```
! wB97M-V def2-TZVPD RIJCOSX def2/J DEFGRID3
* xyz -1 1
O 1.168 2.745 3.395
C 0.390 2.530 2.531
F -0.285 1.315 2.614
C -0.029 3.342 1.380
Nb 1.391 5.002 0.609
O 2.492 3.779 -0.594
B 3.381 2.935 0.006
O 4.350 3.304 0.931
O 3.355 1.590 -0.336
H -0.320 2.687 0.556
H -0.952 3.838 1.703
H 2.492 4.835 2.058
H 2.352 6.478 0.131
H 0.157 5.366 -0.730
H 0.471 6.172 1.641
H 3.988 3.187 1.819
H 2.676 1.472 -1.011
O 5.911 -3.393 -0.213
P 4.938 -3.326 -1.338
N 5.548 -4.558 -2.379
C 5.415 -4.596 -3.815
C 5.641 -5.886 -1.793
N 5.245 -1.725 -1.924
C 6.024 -1.510 -3.129
C 5.691 -0.795 -0.883
N 3.348 -3.301 -1.884
C 2.518 -4.457 -1.555
C 2.721 -2.341 -2.772
H 4.398 -4.839 -4.166
H 6.083 -5.361 -4.216
H 5.726 -3.668 -4.284
H 4.667 -6.396 -1.745
H 6.042 -5.826 -0.781
H 6.321 -6.515 -2.371
H 7.008 -2.000 -3.099
H 6.181 -0.439 -3.272
H 5.486 -1.836 -4.022
H 6.755 -0.911 -0.646
H 5.127 -0.940 0.034
H 5.515 0.231 -1.205
H 2.484 -5.182 -2.378
H 1.496 -4.153 -1.325
H 2.899 -4.968 -0.669
H 2.987 -2.530 -3.817
H 2.978 -1.319 -2.516
H 1.634 -2.416 -2.688
O -4.144 2.862 1.005
P -5.074 1.908 1.663
N -4.430 0.396 1.181
C -5.173 -0.827 0.999
C -3.041 0.154 1.571
N -6.550 2.322 0.825
C -7.074 1.471 -0.226
C -6.591 3.715 0.388
N -5.912 1.407 3.034
C -5.103 1.010 4.185
C -7.333 1.172 3.186
H -5.501 -1.298 1.942
H -4.542 -1.552 0.483
H -6.043 -0.695 0.362
H -2.952 -0.128 2.628
H -2.431 1.040 1.409
H -2.603 -0.644 0.970
H -6.339 1.259 -1.015
H -7.940 1.950 -0.687
H -7.454 0.528 0.172
H -6.019 3.886 -0.530
H -6.191 4.377 1.153
H -7.631 4.008 0.212
H -4.958 -0.077 4.226
H -5.567 1.329 5.120
H -4.118 1.478 4.148
H -7.628 0.207 2.760
H -7.929 1.959 2.735
H -7.594 1.159 4.247
*
```

Results
maximum force: 5.4 eV Å⁻¹
HOMO: -5.235 eV
energy: -2204.19043 Eh

Results of the Löwdin charge analysis, in e, for atoms 1 through 6: 0.08 -0.58 0.00 -0.30 1.20 -0.23

***

Record 4
# C4H4N2

C4H4N2 in the gas phase (ωB97M-V/def2-TZVPD, the OMol25 dataset).

ORCA input file:
```
! wB97M-V def2-TZVPD RIJCOSX def2/J DEFGRID3
* xyz 0 1
C -0.793 -0.695 -0.036
C 0.469 0.048 0.240
C 1.667 -0.694 -0.180
N 2.592 -1.299 -0.518
C 0.151 1.486 -0.292
N -0.964 1.876 -0.045
H -1.569 1.058 0.400
H -0.708 -1.783 -0.044
H -1.453 -0.338 -0.811
H 0.608 0.341 1.285
*
```

Results
energy above the lowest of the compared OMol25 structures with the same formula, charge and spin: 118.9 kcal per mole
maximum force: 1.6 eV Å⁻¹
HOMO (spin up / spin down): -9.436 / -10.039 eV
energy: -264.13695 Eh

Results of the Löwdin charge analysis, in e, for atoms 1 through 6: 0.04 -0.37 -0.19 0.16 -0.09 0.07

***

Record 5
# C20H24BF8N3O7PS2Zr

A molecular structure, C20H24BF8N3O7PS2Zr (ωB97M-V/def2-TZVPD, the OMol25 dataset).

ORCA input file:
```
! wB97M-V def2-TZVPD RIJCOSX def2/J DEFGRID3
* xyz 1 1
Zr -0.201 -0.635 0.793
F -2.615 0.910 4.921
C -2.731 0.862 3.610
F -1.685 1.464 3.050
F -3.847 1.458 3.227
S -2.792 -0.949 3.107
O -1.439 -1.239 2.583
O -3.208 -1.664 4.249
N -3.829 -1.018 1.900
S -3.164 -0.913 0.505
O -2.435 -2.066 0.024
O -2.252 0.275 0.409
C -4.606 -0.597 -0.643
F -4.167 0.171 -1.623
F -5.580 -0.005 0.003
F -4.996 -1.759 -1.119
C 0.940 4.683 0.572
C 1.815 4.271 1.566
C 1.848 2.951 1.994
C 0.990 2.026 1.413
C 0.096 2.441 0.425
C 0.077 3.760 -0.001
N 0.991 0.645 1.798
N 1.670 0.447 2.987
C 1.662 -0.741 3.516
C 2.044 -0.799 4.916
C 1.561 -1.784 5.694
C 0.724 -2.829 5.151
C 0.514 -2.915 3.825
C 1.138 -1.968 2.923
H 0.922 5.716 0.253
H 2.485 4.987 2.023
H 2.531 2.636 2.766
H -0.629 1.770 -0.035
H -0.626 4.064 -0.764
H 2.610 0.031 5.314
H 1.773 -1.784 6.755
H 0.313 -3.574 5.818
H -0.040 -3.747 3.407
C 1.908 -2.135 -5.463
C 1.077 -2.401 -4.235
O 0.497 -1.130 -3.808
P -0.422 -1.093 -2.500
O -1.211 0.280 -2.750
C -1.678 0.750 -4.044
C -0.732 1.782 -4.603
O 0.645 -0.441 -1.304
C 1.699 0.527 -1.715
C 2.988 -0.182 -2.036
H 2.376 -3.061 -5.795
H 2.694 -1.411 -5.253
H 1.289 -1.754 -6.274
H 1.681 -2.803 -3.419
H 0.262 -3.094 -4.441
H -2.663 1.170 -3.852
H -1.792 -0.100 -4.717
H -0.633 2.624 -3.918
H -1.120 2.163 -5.549
H 0.252 1.351 -4.789
H 1.813 1.213 -0.881
H 1.290 1.078 -2.561
H 3.339 -0.760 -1.185
H 3.746 0.568 -2.268
H 2.888 -0.834 -2.901
F 2.150 -1.577 0.692
B 1.376 -2.330 1.529
F 0.422 -2.983 0.728
*
```

Results
energy above the lowest of the compared OMol25 structures with the same formula, charge and spin: 35.9 kcal per mole
maximum force: 0.7 eV Å⁻¹
HOMO: -10.178 eV
energy: -3475.94255 Eh

Results of the Löwdin charge analysis, in e, for atoms 1 through 6: 1.91 0.18 -0.66 0.15 0.17 0.71

***

Record 6
# C5H4O

C5H4O in the gas phase (ωB97M-V/def2-TZVPD, the OMol25 dataset).

ORCA input file:
```
! wB97M-V def2-TZVPD RIJCOSX def2/J DEFGRID3
* xyz 0 1
C -0.585 0.685 -0.536
C -1.425 -0.234 -0.099
C 0.831 0.927 -0.304
C -2.478 -0.881 0.006
C 1.418 -0.292 0.357
O 2.054 -1.133 -0.218
H 1.329 1.155 -1.254
H 0.907 1.814 0.331
H -3.155 -1.627 0.305
H 1.103 -0.414 1.412
*
```

Results
energy above the lowest of the compared OMol25 structures with the same formula, charge and spin: 97.7 kcal per mole
maximum force: 0.8 eV Å⁻¹
HOMO (spin up / spin down): -8.251 / -8.276 eV
energy: -267.95669 Eh

Results of the Löwdin charge analysis, in e, for atoms 1 through 6: 0.04 -0.19 -0.20 0.17 -0.29 0.07

***

Record 7
# C4H11NO2

2 unconnected molecules or ions with the total composition C4H11NO2 (ωB97M-V/def2-TZVPD, the OMol25 dataset).

ORCA input file:
```
! wB97M-V def2-TZVPD RIJCOSX def2/J DEFGRID3
* xyz 0 1
C -0.752 0.124 1.357
C 0.256 0.228 2.442
N -1.044 1.410 0.670
H -0.449 -0.582 0.562
H -1.691 -0.284 1.823
H 1.268 0.371 2.113
H 0.275 -0.614 3.182
H -0.523 -2.077 -1.104
H -1.972 1.706 0.856
H -0.445 2.160 0.955
H 0.135 1.047 3.155
C 1.196 -0.089 -2.094
C 0.203 -0.971 -2.704
O -0.783 -1.335 -1.808
O 0.128 -1.615 -3.731
H 0.619 0.753 -1.666
H 1.922 0.432 -2.724
H 1.658 -0.664 -1.285
*
```

Results
energy above the lowest of the compared OMol25 structures with the same formula, charge and spin: 43.2 kcal per mole
SMILES: CC(=O)O.CCN
maximum force: 4.5 eV Å⁻¹
HOMO: -9.424 eV
energy: -364.19929 Eh

Results of the Löwdin charge analysis, in e, for atoms 1 through 6: -0.33 -0.14 0.00 0.07 0.12 0.06

***

Record 8
# C28H37AlN5S

A molecular structure, C28H37AlN5S (ωB97M-V/def2-TZVPD, the OMol25 dataset).

ORCA input file:
```
! wB97M-V def2-TZVPD RIJCOSX def2/J DEFGRID3
* xyz -1 1
C -1.534 -3.213 1.406
C -2.600 -3.444 0.486
C -3.620 -3.370 -0.798
C -4.965 -2.463 -0.566
C -4.752 -1.120 0.348
Al -4.032 0.507 -0.751
S -4.005 0.099 -3.024
C -2.228 1.131 0.002
C -1.006 1.094 -1.091
C -0.263 -0.379 -1.062
N -0.928 -1.253 -2.113
H -0.563 -2.992 2.060
H -4.002 -4.488 -0.978
H -3.050 -3.089 -1.809
H -5.302 -2.088 -1.648
H -5.875 -3.140 -0.193
H -4.151 -1.291 1.347
H -5.841 -0.774 0.694
H -5.068 1.724 -0.553
H -5.345 0.072 -3.487
H -1.995 0.451 0.950
H -2.327 2.261 0.368
H -0.195 1.884 -0.733
H -1.350 1.357 -2.185
H -0.462 -0.830 0.019
H 0.903 -0.291 -1.193
H -0.615 -1.000 -3.081
H -0.734 -2.272 -1.902
N 2.445 2.401 -0.134
C 2.384 3.466 0.696
C 3.035 4.666 0.458
C 3.798 4.783 -0.699
C 3.881 3.703 -1.572
C 3.192 2.545 -1.250
H 1.779 3.324 1.586
H 2.948 5.490 1.157
H 4.323 5.708 -0.919
H 4.468 3.762 -2.482
H 3.223 1.676 -1.901
N 2.969 4.129 4.187
C 2.414 4.353 5.398
C 2.607 3.531 6.497
C 3.413 2.408 6.346
C 3.997 2.150 5.110
C 3.748 3.032 4.071
H 1.791 5.239 5.465
H 2.138 3.761 7.448
H 3.586 1.740 7.185
H 4.630 1.283 4.960
H 4.184 2.876 3.088
N 6.152 -0.445 4.080
C 7.294 -1.149 4.247
C 7.658 -2.226 3.455
C 6.799 -2.610 2.430
C 5.615 -1.906 2.235
C 5.339 -0.841 3.076
H 7.929 -0.812 5.061
H 8.589 -2.752 3.632
H 7.050 -3.450 1.790
H 4.924 -2.181 1.446
H 4.429 -0.258 2.962
N -6.133 -1.377 -7.140
C -5.454 -1.494 -5.978
C -5.373 -2.669 -5.247
C -6.032 -3.793 -5.734
C -6.742 -3.704 -6.927
C -6.761 -2.486 -7.588
H -4.959 -0.589 -5.638
H -4.811 -2.706 -4.321
H -5.993 -4.731 -5.188
H -7.267 -4.561 -7.332
H -7.298 -2.366 -8.525
*
```

Results
maximum force: 9.7 eV Å⁻¹
HOMO: -4.545 eV
energy: -2003.33473 Eh

Results of the Löwdin charge analysis, in e, for atoms 1 through 6: 0.01 -0.10 -0.23 -0.32 -0.32 -0.02

***

Record 9
# CH12O6

6 unconnected molecules or ions with the total composition CH12O6 (ωB97M-V/def2-TZVPD, the OMol25 dataset).

ORCA input file:
```
! wB97M-V def2-TZVPD RIJCOSX def2/J DEFGRID3
* xyz 0 1
O -0.796 1.385 -2.459
C -1.025 1.965 -1.389
H -0.534 1.618 -0.447
H -1.994 2.365 -1.305
H 1.173 -1.215 0.070
H 0.881 -1.837 1.681
O 0.993 -1.139 1.010
H 1.585 3.637 0.893
H 2.720 3.953 -0.044
O 1.870 3.465 0.026
H 1.116 -1.709 -2.239
H 0.011 -0.682 -2.033
O 0.381 -1.470 -1.652
H -0.294 0.619 2.078
H -0.760 0.756 3.535
O -0.380 1.284 2.776
H -0.911 -4.381 -0.433
H -2.337 -3.933 0.017
O -1.698 -4.680 -0.084
*
```

Results
energy above the lowest of the compared OMol25 structures with the same formula, charge and spin: 38.8 kcal per mole
SMILES: C=O.O.O.O.O.O
maximum force: 4.5 eV Å⁻¹
HOMO: -10.487 eV
energy: -496.66848 Eh

Results of the Löwdin charge analysis, in e, for atoms 1 through 6: -0.04 -0.07 0.09 0.06 -0.01 0.05